[1]
Below is the molecule C2H4NP, with properties calculated with the ωB97M-V functional and the def2-TZVPD basis.

CARTESIAN COORDINATES (ANGSTROEM)
C 1.30 -0.53 -0.33
C -0.63 0.69 0.13
N 0.49 0.22 0.22
P -2.28 0.29 0.44
H 2.38 -0.53 0.12
H -0.55 1.79 -0.24
H 1.44 -0.93 -1.19
H -2.14 -1.00 0.86

Results
- multiplicity = 1
- E_LUMO (eV) = 0.373
- net charge = 0
- SMILES = [H]/P=C\N=C
- HOMO level (eV) = -7.92
- Kohn-Sham gap (eV) = 8.30

[2]
Below is a structure of composition C31H33FeN4OPS, with properties calculated with the ωB97M-V functional and the def2-TZVPD basis.

CARTESIAN COORDINATES (ANGSTROEM)
Fe 1.31 0.90 0.65
N 0.97 3.14 -0.58
C 1.03 4.33 0.25
C 0.24 4.08 1.54
N 0.69 2.88 2.19
C 1.79 2.96 3.13
C 3.09 2.42 2.54
N 2.85 1.07 2.05
H 1.72 3.11 -1.25
H 0.09 3.05 -1.06
H 0.64 5.23 -0.23
H 2.08 4.52 0.49
H -0.81 3.93 1.26
H 0.30 4.97 2.19
H -0.07 2.34 2.58
H 1.54 2.35 4.00
H 1.95 3.99 3.49
H 3.88 2.47 3.31
H 3.42 3.01 1.68
H 2.51 0.44 2.78
H 3.68 0.69 1.61
O 3.76 1.87 -0.48
C 2.83 1.06 -0.62
C 2.95 0.23 -1.92
C 4.03 0.32 -2.78
C 4.05 -0.43 -3.95
C 2.98 -1.27 -4.25
C 1.90 -1.37 -3.38
C 1.89 -0.63 -2.21
P 0.56 -0.51 -0.98
C -0.72 -1.63 -1.68
C -0.82 -2.96 -1.28
C -1.80 -3.78 -1.81
C -2.72 -3.28 -2.73
C -2.64 -1.95 -3.12
C -1.65 -1.13 -2.59
C 1.24 -1.29 0.47
C 0.23 -1.59 1.58
C 0.53 -2.89 2.27
C 1.75 -3.44 2.25
C 2.81 -2.92 1.42
C 2.52 -1.95 0.52
H 4.84 1.00 -2.52
H 4.89 -0.36 -4.64
H 2.99 -1.86 -5.16
H 1.07 -2.03 -3.61
H -0.11 -3.34 -0.56
H -1.87 -4.82 -1.49
H -3.50 -3.91 -3.12
H -3.37 -1.54 -3.81
H -1.61 -0.08 -2.87
H -0.79 -1.60 1.18
H -0.27 -3.31 2.87
H 1.94 -4.33 2.85
H 3.79 -3.38 1.43
H 3.27 -1.67 -0.21
C -2.24 1.15 0.14
C -3.44 0.55 0.42
C -4.58 0.63 -0.48
C -5.74 -0.04 -0.24
C -5.93 -0.84 0.91
C -4.83 -0.91 1.82
C -3.66 -0.25 1.61
C -7.14 -1.51 1.15
N -8.15 -2.06 1.34
H -1.39 1.15 0.82
H -2.16 1.77 -0.75
H -4.48 1.23 -1.38
H -6.56 0.04 -0.96
H -4.95 -1.50 2.72
H -2.85 -0.32 2.33
S 0.20 -0.22 2.83

Results
- multiplicity = 1
- E_LUMO (spin up / spin down) (eV) = 4.473 / 4.478
- net charge = -2
- HOMO level (spin up / spin down) (eV) = -0.11 / -0.10
- Kohn-Sham gap (spin up / spin down) (eV) = 4.58 / 4.57

[3]
Below is a cluster of 2 separate species, C2H6Cl2O2PS in total, with properties calculated with the ωB97M-V functional and the def2-TZVPD basis.

CARTESIAN COORDINATES (ANGSTROEM)
C -0.16 -0.57 1.08
C -1.90 0.42 -0.98
O 1.99 -1.20 -0.64
O -1.23 2.04 0.99
P 3.42 -1.52 -0.70
S -0.68 0.93 0.25
Cl 4.12 -0.01 0.39
Cl 0.96 1.61 -0.74
H 0.03 -0.24 2.10
H 0.80 -0.90 0.79
H -1.00 -1.39 1.08
H -2.74 -0.17 -0.42
H -1.53 -0.29 -1.72
H -2.07 1.29 -1.47

Results
- multiplicity = 3
- E_LUMO (spin up / spin down) (eV) = -5.001 / -7.491
- net charge = +1
- HOMO level (spin up / spin down) (eV) = -11.16 / -15.12
- Kohn-Sham gap (spin up / spin down) (eV) = 6.16 / 7.63
- <S²> = 2.0095

[4]
Below is a structure of composition C31H35N3O2P3Sn, with properties calculated with the ωB97M-V functional and the def2-TZVPD basis.

CARTESIAN COORDINATES (ANGSTROEM)
Sn -0.93 2.31 1.30
O 0.38 2.11 -0.38
P 1.32 1.03 -0.97
C 1.10 -0.51 0.00
P 1.11 -0.40 1.85
O 0.13 0.71 2.30
C 2.79 -0.33 2.29
C 3.61 -1.41 1.85
C 4.90 -1.57 2.36
C 5.37 -0.61 3.24
C 4.62 0.47 3.67
C 3.34 0.66 3.15
C 0.45 -1.93 2.43
C -0.50 -1.85 3.45
C -1.17 -2.96 3.92
C -0.92 -4.21 3.35
C 0.01 -4.34 2.33
C 0.67 -3.22 1.84
C 3.04 1.41 -0.95
C 3.92 0.50 -1.50
C 5.30 0.83 -1.68
C 5.79 2.02 -1.13
C 4.91 2.90 -0.54
C 3.57 2.62 -0.42
C 0.95 0.73 -2.70
C 0.34 1.75 -3.45
C 0.04 1.57 -4.81
C 0.38 0.35 -5.44
C 1.00 -0.67 -4.71
C 1.26 -0.46 -3.36
H 1.97 -1.16 -0.34
H 0.18 -1.09 -0.33
H 3.15 -2.15 1.17
H 5.46 -2.47 2.02
H 6.41 -0.72 3.62
H 5.03 1.16 4.44
H 2.69 1.52 3.47
H -0.78 -0.86 3.80
H -1.78 -2.85 4.78
H -1.41 -5.08 3.73
H 0.26 -5.35 1.95
H 1.44 -3.29 1.08
H 3.51 -0.42 -1.90
H 5.95 0.15 -2.23
H 6.85 2.28 -1.28
H 5.32 3.85 -0.19
H 2.88 3.38 -0.04
H 0.07 2.66 -2.96
H -0.41 2.44 -5.38
H 0.31 0.26 -6.53
H 1.18 -1.66 -5.17
H 1.80 -1.25 -2.79
C -5.97 1.57 -0.32
N -5.11 1.22 -1.52
C -4.98 -0.29 -1.72
N -4.61 -1.00 -0.52
C -5.52 -0.59 0.63
N -5.50 0.86 0.85
C -4.23 1.37 1.37
P -2.92 1.18 0.11
C -3.74 1.84 -1.38
C -3.21 -0.70 -0.17
H -7.00 1.28 -0.54
H -5.96 2.67 -0.15
H -5.56 1.58 -2.35
H -4.21 -0.54 -2.49
H -6.00 -0.66 -2.01
H -5.19 -1.10 1.54
H -6.50 -0.95 0.34
H -3.93 0.72 2.21
H -4.23 2.38 1.79
H -3.21 1.63 -2.29
H -3.87 2.93 -1.35
H -2.90 -1.24 0.69
H -2.54 -1.02 -0.98

Results
- multiplicity = 1
- E_LUMO (eV) = -8.952
- net charge = +3
- HOMO level (eV) = -16.27
- Kohn-Sham gap (eV) = 7.31

[5]
Below is the ion C2H10N2O2 with charge +2, with properties calculated with the ωB97M-V functional and the def2-TZVPD basis.

CARTESIAN COORDINATES (ANGSTROEM)
C 1.30 0.85 0.02
C -1.15 0.22 -0.11
N 2.20 -0.35 -0.33
N -2.05 -0.26 0.97
O -0.78 -0.73 -1.04
O 0.17 0.48 0.66
H 1.97 1.42 0.74
H 1.32 1.34 -0.98
H -1.49 1.13 -0.55
H 1.39 -1.13 -0.68
H 2.85 -0.24 -1.14
H 2.76 -0.64 0.40
H -3.09 -0.08 0.71
H -2.00 -1.34 1.21
H -1.99 0.35 1.84
H -1.40 -1.02 -1.71

Results
- multiplicity = 1
- E_LUMO (eV) = -7.386
- net charge = +2
- SMILES = [NH3+]CO[C@H]([NH3+])O
- HOMO level (eV) = -20.77
- Kohn-Sham gap (eV) = 13.39

[6]
Below is a cluster of 2 separate species, C5H8O in total, with properties calculated with the ωB97M-V functional and the def2-TZVPD basis.

CARTESIAN COORDINATES (ANGSTROEM)
C 2.05 -0.55 -0.03
C 0.76 0.19 -0.24
C -0.42 -0.40 -0.37
C -1.66 0.30 -0.80
C -0.89 1.04 1.99
O -0.92 0.21 2.76
H 2.60 -0.16 0.84
H 1.85 -1.61 0.14
H 2.70 -0.45 -0.91
H 0.82 1.27 -0.34
H -1.63 0.14 -1.88
H -0.50 -1.49 -0.30
H -1.66 1.38 -0.61
H -2.59 -0.13 -0.42

Results
- multiplicity = 1
- E_LUMO (eV) = 1.212
- net charge = 0
- HOMO level (eV) = -9.12
- Kohn-Sham gap (eV) = 10.33

[7]
Below is the molecule C3H9N2P3, with properties calculated with the ωB97M-V functional and the def2-TZVPD basis.

CARTESIAN COORDINATES (ANGSTROEM)
C -3.12 -0.21 0.35
C -2.00 0.70 0.86
C -1.86 -0.02 -0.49
N 0.78 -1.04 -0.65
N 3.07 -0.08 -0.36
P 1.46 0.30 -0.15
P 4.44 0.75 0.03
P -0.85 -1.64 -0.67
H -3.18 -1.07 0.99
H -4.11 0.23 -0.11
H -1.87 1.78 0.92
H -1.46 0.22 1.62
H -2.04 0.58 -1.37
H 3.23 -1.14 -0.57
H 3.72 2.06 0.16
H 4.57 0.48 1.45
H -0.79 -1.91 -2.02

Results
- multiplicity = 1
- E_LUMO (eV) = 0.125
- net charge = 0
- SMILES = PN/P=N/PC1CC1
- HOMO level (eV) = -8.29
- Kohn-Sham gap (eV) = 8.41

[8]
Below is the molecule C2H3NO3, with properties calculated with the ωB97M-V functional and the def2-TZVPD basis.

CARTESIAN COORDINATES (ANGSTROEM)
C 0.65 -0.37 1.62
C -0.46 0.38 -1.18
N -0.62 -0.38 0.02
O 1.46 -0.55 2.46
O -0.32 0.43 1.20
O 0.51 -1.18 0.16
H -0.06 -0.33 -1.97
H -1.38 0.83 -1.26
H 0.22 1.16 -1.05

Results
- multiplicity = 1
- E_LUMO (eV) = 0.757
- net charge = 0
- SMILES = Cn1oc(=O)o1
- HOMO level (eV) = -9.99
- Kohn-Sham gap (eV) = 10.74

Number 3 is which compound? C2H6Cl2O2PS

Copy entry 3 word for word.
Below is a cluster of 2 separate species, C2H6Cl2O2PS in total, with properties calculated with the ωB97M-V functional and the def2-TZVPD basis.

CARTESIAN COORDINATES (ANGSTROEM)
C -0.16 -0.57 1.08
C -1.90 0.42 -0.98
O 1.99 -1.20 -0.64
O -1.23 2.04 0.99
P 3.42 -1.52 -0.70
S -0.68 0.93 0.25
Cl 4.12 -0.01 0.39
Cl 0.96 1.61 -0.74
H 0.03 -0.24 2.10
H 0.80 -0.90 0.79
H -1.00 -1.39 1.08
H -2.74 -0.17 -0.42
H -1.53 -0.29 -1.72
H -2.07 1.29 -1.47

Results
- multiplicity = 3
- E_LUMO (spin up / spin down) (eV) = -5.001 / -7.491
- net charge = +1
- HOMO level (spin up / spin down) (eV) = -11.16 / -15.12
- Kohn-Sham gap (spin up / spin down) (eV) = 6.16 / 7.63
- <S²> = 2.0095

Repeat the fourth record exactly.
Below is a structure of composition C31H35N3O2P3Sn, with properties calculated with the ωB97M-V functional and the def2-TZVPD basis.

CARTESIAN COORDINATES (ANGSTROEM)
Sn -0.93 2.31 1.30
O 0.38 2.11 -0.38
P 1.32 1.03 -0.97
C 1.10 -0.51 0.00
P 1.11 -0.40 1.85
O 0.13 0.71 2.30
C 2.79 -0.33 2.29
C 3.61 -1.41 1.85
C 4.90 -1.57 2.36
C 5.37 -0.61 3.24
C 4.62 0.47 3.67
C 3.34 0.66 3.15
C 0.45 -1.93 2.43
C -0.50 -1.85 3.45
C -1.17 -2.96 3.92
C -0.92 -4.21 3.35
C 0.01 -4.34 2.33
C 0.67 -3.22 1.84
C 3.04 1.41 -0.95
C 3.92 0.50 -1.50
C 5.30 0.83 -1.68
C 5.79 2.02 -1.13
C 4.91 2.90 -0.54
C 3.57 2.62 -0.42
C 0.95 0.73 -2.70
C 0.34 1.75 -3.45
C 0.04 1.57 -4.81
C 0.38 0.35 -5.44
C 1.00 -0.67 -4.71
C 1.26 -0.46 -3.36
H 1.97 -1.16 -0.34
H 0.18 -1.09 -0.33
H 3.15 -2.15 1.17
H 5.46 -2.47 2.02
H 6.41 -0.72 3.62
H 5.03 1.16 4.44
H 2.69 1.52 3.47
H -0.78 -0.86 3.80
H -1.78 -2.85 4.78
H -1.41 -5.08 3.73
H 0.26 -5.35 1.95
H 1.44 -3.29 1.08
H 3.51 -0.42 -1.90
H 5.95 0.15 -2.23
H 6.85 2.28 -1.28
H 5.32 3.85 -0.19
H 2.88 3.38 -0.04
H 0.07 2.66 -2.96
H -0.41 2.44 -5.38
H 0.31 0.26 -6.53
H 1.18 -1.66 -5.17
H 1.80 -1.25 -2.79
C -5.97 1.57 -0.32
N -5.11 1.22 -1.52
C -4.98 -0.29 -1.72
N -4.61 -1.00 -0.52
C -5.52 -0.59 0.63
N -5.50 0.86 0.85
C -4.23 1.37 1.37
P -2.92 1.18 0.11
C -3.74 1.84 -1.38
C -3.21 -0.70 -0.17
H -7.00 1.28 -0.54
H -5.96 2.67 -0.15
H -5.56 1.58 -2.35
H -4.21 -0.54 -2.49
H -6.00 -0.66 -2.01
H -5.19 -1.10 1.54
H -6.50 -0.95 0.34
H -3.93 0.72 2.21
H -4.23 2.38 1.79
H -3.21 1.63 -2.29
H -3.87 2.93 -1.35
H -2.90 -1.24 0.69
H -2.54 -1.02 -0.98

Results
- multiplicity = 1
- E_LUMO (eV) = -8.952
- net charge = +3
- HOMO level (eV) = -16.27
- Kohn-Sham gap (eV) = 7.31